Entry 1:
{"formula": "C21H20BrN5O9S2SbSe4Tc", "method": "ωB97M-V/def2-TZVPD", "gap_ev": [5.626, 5.629], "charge": 2, "mol_weight_g_mol": 1166.06, "total_energy_ev": -409796.199, "homo_energy_ev": [-14.381, -14.381], "multiplicity": 1, "symbols": ["Tc", "Br", "C", "C", "C", "C", "C", "N", "C", "O", "O", "H", "H", "H", "Se", "Sb", "Se", "Se", "Se", "C", "C", "S", "O", "O", "C", "C", "N", "C", "N", "C", "C", "N", "O", "O", "C", "H", "H", "H", "H", "H", "H", "H", "H", "H", "H", "H", "H", "H", "O", "S", "O", "N", "C", "O", "C", "C", "C", "C", "C", "C", "H", "H", "H", "H"], "coordinates": [[2.053, -0.090, -0.637], [5.134, -1.609, 0.789], [4.030, -0.525, 1.846], [4.415, -0.335, 3.170], [3.655, 0.479, 3.981], [2.528, 1.096, 3.451], [2.214, 0.862, 2.137], [2.934, 0.046, 1.329], [1.045, 1.526, 1.467], [0.103, 1.969, 2.050], [1.205, 1.510, 0.136], [5.306, -0.822, 3.537], [3.946, 0.641, 5.009], [1.896, 1.753, 4.030], [2.199, -2.659, -4.858], [4.032, -1.957, -3.679], [2.517, -2.221, -1.176], [3.875, 1.067, -1.605], [6.171, -1.995, -2.868], [-5.725, -1.511, 4.168], [-5.475, -0.044, 4.478], [-4.685, 0.839, 3.170], [-4.455, 2.188, 3.600], [-5.387, 0.573, 1.936], [-3.057, 0.078, 2.990], [-3.014, -0.834, 1.772], [-1.614, -1.150, 1.416], [-0.951, -0.557, 0.405], [0.329, -0.961, 0.384], [0.478, -1.863, 1.411], [-0.712, -1.976, 2.040], [-1.006, -2.835, 3.163], [-0.057, -3.395, 3.656], [-2.161, -2.927, 3.515], [-1.570, 0.433, -0.512], [-6.343, -1.946, 4.951], [-4.796, -2.079, 4.132], [-6.249, -1.620, 3.221], [-4.855, 0.110, 5.361], [-6.404, 0.513, 4.622], [-2.803, -0.452, 3.905], [-2.385, 0.929, 2.869], [-3.435, -0.316, 0.918], [-3.571, -1.756, 1.911], [1.397, -2.373, 1.641], [-1.794, 1.358, 0.021], [-2.494, 0.039, -0.933], [-0.883, 0.657, -1.319], [4.494, 2.611, -4.784], [3.714, 1.433, -4.752], [4.369, 0.153, -5.014], [2.964, 1.214, -3.248], [1.657, 0.898, -3.355], [1.028, 0.389, -2.406], [1.148, 1.166, -4.709], [-0.160, 1.134, -5.154], [-0.399, 1.464, -6.486], [0.642, 1.814, -7.338], [1.966, 1.843, -6.898], [2.177, 1.512, -5.580], [-0.967, 0.870, -4.486], [-1.411, 1.457, -6.863], [0.424, 2.074, -8.365], [2.775, 2.113, -7.562]], "atomic_forces_ev_per_a": [[0.56, 0.67, -0.32], [0.00, 0.00, -0.06], [-0.07, 0.03, 0.15], [-0.03, -0.05, -0.15], [-0.02, 0.04, 0.07], [-0.05, -0.01, 0.03], [0.04, -0.08, 0.03], [0.15, 0.01, 0.02], [0.11, -0.22, -0.42], [-0.01, 0.13, 0.05], [-0.17, -0.31, 0.29], [0.03, -0.01, 0.00], [-0.01, 0.01, 0.03], [-0.01, 0.02, 0.00], [-0.19, -0.01, -0.08], [0.25, -0.03, 0.05], [-0.07, 0.02, 0.17], [-0.19, -0.27, -0.01], [0.07, 0.03, -0.06], [-0.01, 0.04, -0.01], [-0.07, -0.09, 0.13], [-0.10, 0.13, -0.20], [0.01, -0.04, 0.01], [0.08, 0.04, 0.05], [0.04, -0.05, -0.09], [0.05, 0.03, -0.06], [-0.05, -0.04, -0.31], [0.04, 0.12, 0.05], [-0.37, -0.27, 0.25], [-0.07, 0.12, -0.03], [-0.01, -0.07, 0.17], [-0.02, 0.14, -0.11], [0.21, -0.13, 0.08], [-0.16, 0.03, 0.04], [0.04, -0.02, 0.00], [0.01, -0.01, 0.01], [0.06, -0.04, -0.02], [-0.02, 0.00, -0.02], [-0.02, 0.02, 0.04], [0.00, 0.00, -0.01], [0.00, 0.00, 0.10], [0.04, -0.02, 0.00], [-0.07, -0.02, 0.04], [0.09, 0.01, 0.06], [0.01, -0.02, -0.01], [-0.02, 0.01, 0.01], [-0.03, 0.00, -0.01], [-0.04, 0.02, 0.03], [-0.06, -0.07, 0.02], [0.25, -0.11, -0.17], [-0.08, 0.17, 0.16], [-0.11, 0.08, 0.05], [0.24, -0.06, -0.12], [-0.16, 0.17, 0.08], [-0.03, -0.03, 0.12], [0.03, -0.03, -0.04], [0.03, -0.01, 0.05], [0.05, 0.01, 0.00], [-0.14, -0.06, 0.02], [0.00, 0.08, -0.12], [-0.03, 0.01, 0.02], [-0.03, 0.00, 0.00], [-0.01, 0.00, -0.02], [0.04, 0.02, -0.01]]}

---

Entry 2:
{"formula": "C21H20BrN8S2Ti", "method": "ωB97M-V/def2-TZVPD", "gap_ev": [6.735, 6.360], "charge": 2, "e_above_lowest_kj_mol": 85.11, "mol_weight_g_mol": 576.35, "total_energy_ev": -148840.375, "homo_energy_ev": [-13.703, -13.709], "multiplicity": 2, "symbols": ["Ti", "N", "C", "S", "N", "N", "C", "C", "C", "C", "C", "C", "N", "H", "H", "H", "H", "H", "H", "H", "C", "N", "C", "C", "N", "C", "S", "C", "C", "C", "C", "C", "N", "H", "H", "H", "H", "H", "H", "H", "H", "H", "Br", "C", "C", "C", "C", "C", "N", "H", "H", "H", "H"], "coordinates": [[-0.414, -0.649, 0.825], [-4.851, 0.317, 1.399], [-3.526, 0.147, 1.481], [-2.756, -0.716, 0.181], [-2.887, 0.699, 2.472], [-1.543, 0.433, 2.413], [-0.883, 0.916, 3.401], [0.540, 0.642, 3.438], [1.359, 1.004, 4.490], [2.684, 0.598, 4.455], [3.131, -0.169, 3.390], [2.251, -0.488, 2.374], [0.983, -0.058, 2.379], [-5.387, -0.116, 0.669], [-5.331, 0.784, 2.151], [-1.394, 1.469, 4.180], [0.960, 1.573, 5.317], [3.357, 0.864, 5.259], [4.153, -0.517, 3.356], [2.222, -2.405, 1.544], [-0.782, 4.177, -1.592], [-1.047, 2.870, -2.201], [-1.478, 2.678, -3.497], [-1.604, 1.359, -3.684], [-1.251, 0.724, -2.482], [-0.885, 1.690, -1.585], [-0.285, 1.673, 0.018], [-1.280, -0.704, -2.374], [-1.953, -1.423, -3.349], [-1.854, -2.803, -3.355], [-1.067, -3.431, -2.407], [-0.487, -2.647, -1.436], [-0.620, -1.304, -1.377], [-0.985, 4.934, -2.343], [0.260, 4.227, -1.283], [-1.434, 4.317, -0.733], [-1.642, 3.502, -4.169], [-1.866, 0.814, -4.568], [-2.566, -0.928, -4.082], [-2.385, -3.373, -4.106], [-0.928, -4.501, -2.384], [0.088, -3.089, -0.637], [-0.561, -2.732, 2.016], [2.563, -1.409, 1.216], [4.003, -1.523, 0.858], [4.461, -1.186, -0.373], [3.549, -0.710, -1.326], [2.175, -0.645, -1.006], [1.660, -0.990, 0.141], [4.673, -1.926, 1.606], [5.509, -1.288, -0.617], [3.863, -0.402, -2.313], [1.485, -0.281, -1.754]], "atomic_forces_ev_per_a": [[-0.69, -0.16, -0.22], [0.15, -0.06, 0.09], [-0.45, 0.32, -0.12], [0.28, -0.04, 0.09], [0.55, -0.37, -0.23], [-0.36, 0.15, 0.35], [0.19, -0.02, -0.05], [-0.25, 0.10, 0.02], [0.12, -0.05, -0.03], [-0.09, 0.06, 0.04], [0.08, -0.04, -0.02], [-0.08, 0.02, 0.06], [0.14, 0.08, 0.13], [-0.02, -0.04, 0.00], [-0.02, 0.00, 0.00], [0.02, 0.00, 0.01], [0.00, 0.00, 0.00], [0.01, -0.01, -0.01], [-0.01, 0.00, 0.00], [-0.02, 0.03, 0.04], [-0.03, -0.21, -0.12], [0.04, 0.11, -0.05], [0.00, -0.02, 0.06], [0.02, -0.03, 0.06], [-0.05, -0.12, -0.03], [-0.05, 0.05, 0.18], [0.21, -0.14, -0.18], [0.10, 0.23, 0.04], [0.04, -0.05, 0.01], [-0.05, 0.02, -0.06], [0.05, 0.02, 0.07], [-0.03, 0.05, 0.03], [0.07, 0.02, 0.08], [0.01, 0.04, 0.03], [0.00, 0.05, 0.03], [0.02, 0.02, 0.02], [-0.01, -0.02, -0.02], [-0.01, 0.05, -0.02], [0.00, -0.03, -0.02], [0.01, -0.01, 0.01], [-0.02, 0.00, -0.03], [0.00, -0.05, -0.02], [0.10, 0.08, -0.03], [-0.04, -0.06, -0.21], [0.08, 0.03, -0.02], [-0.01, -0.02, 0.10], [-0.22, 0.06, -0.07], [0.24, -0.02, 0.04], [-0.01, -0.06, -0.01], [-0.02, 0.01, 0.01], [0.00, 0.00, -0.01], [0.03, -0.01, 0.01], [0.01, 0.00, -0.04]]}

---

Entry 3:
{"formula": "C21H20CeClNPS", "method": "ωB97M-V/def2-TZVPD", "gap_ev": [6.567, 6.610], "charge": 2, "mol_weight_g_mol": 525.01, "total_energy_ev": -69151.929, "homo_energy_ev": [-14.415, -14.416], "multiplicity": 2, "symbols": ["Ce", "Cl", "P", "C", "C", "C", "C", "C", "C", "C", "C", "C", "C", "C", "C", "C", "C", "C", "C", "C", "C", "H", "H", "H", "H", "H", "H", "H", "H", "H", "H", "H", "H", "H", "H", "H", "H", "H", "S", "C", "C", "N", "C", "H", "H", "H"], "coordinates": [[-1.039, -0.099, 2.471], [-1.314, 2.023, 3.786], [0.176, -0.072, -0.191], [-0.521, -0.004, -1.851], [-0.015, -0.766, -2.917], [-0.569, -0.647, -4.194], [-1.675, 0.182, -4.412], [-2.214, 0.907, -3.337], [-1.651, 0.811, -2.065], [0.776, 1.664, 0.148], [1.490, 1.887, 1.340], [1.906, 3.182, 1.674], [1.618, 4.261, 0.835], [0.942, 4.032, -0.371], [0.557, 2.737, -0.733], [1.748, -0.955, -0.425], [2.016, -2.087, 0.364], [3.225, -2.766, 0.210], [4.173, -2.327, -0.729], [3.909, -1.187, -1.499], [2.708, -0.486, -1.336], [1.778, 1.039, 1.988], [2.455, 3.342, 2.608], [1.929, 5.274, 1.105], [0.726, 4.869, -1.038], [0.086, 2.546, -1.697], [0.823, -1.441, -2.756], [-0.131, -1.212, -5.020], [-2.105, 0.273, -5.414], [-3.075, 1.556, -3.499], [-2.071, 1.389, -1.238], [1.279, -2.421, 1.105], [3.445, -3.641, 0.825], [5.113, -2.869, -0.858], [4.637, -0.835, -2.233], [2.512, 0.418, -1.918], [-2.291, -3.577, -0.929], [-1.874, -4.035, -0.529], [-3.563, -2.755, 4.897], [-4.594, -1.352, 4.821], [-4.118, -0.445, 3.909], [-2.977, -0.900, 3.217], [-2.559, -2.147, 3.637], [-5.487, -1.242, 5.425], [-4.450, 0.562, 3.657], [-1.731, -2.687, 3.167]], "atomic_forces_ev_per_a": [[2.11, 1.86, -0.32], [-0.04, -0.41, -0.30], [1.36, 0.69, -1.10], [-0.88, -0.10, -0.51], [-0.04, 0.20, 0.13], [-0.22, 0.07, 0.04], [0.25, 0.06, 0.37], [0.00, -0.07, -0.12], [0.16, -0.25, -0.27], [-0.04, -0.10, -0.01], [-0.33, 0.21, -0.09], [0.07, -0.14, 0.26], [-0.17, -0.28, -0.16], [0.19, -0.17, 0.10], [-0.14, -0.01, 0.33], [0.20, -0.34, 0.62], [0.23, 0.35, -0.35], [0.34, -0.07, -0.07], [-0.51, 0.12, 0.15], [-0.23, 0.09, 0.07], [0.17, -0.28, 0.15], [-0.03, 0.32, -0.21], [-0.19, -0.04, -0.40], [-0.12, -0.44, -0.07], [0.12, -0.30, 0.16], [0.06, 0.20, 0.30], [-0.20, 0.18, -0.11], [-0.20, 0.16, 0.29], [0.14, -0.03, 0.43], [0.25, -0.21, 0.06], [0.04, -0.08, -0.25], [0.22, -0.08, -0.29], [-0.09, 0.25, -0.20], [-0.36, 0.19, 0.08], [-0.23, -0.12, 0.30], [0.09, -0.28, 0.13], [-0.10, 0.14, -0.09], [0.11, -0.11, 0.11], [0.04, 0.81, -1.02], [0.81, 0.15, -0.64], [1.17, -1.03, -0.48], [-1.56, -2.23, 1.73], [-2.26, 1.77, 0.59], [0.26, -0.16, 0.10], [-0.21, -0.44, 0.28], [-0.25, -0.08, 0.29]]}

---

Entry 4:
{"formula": "C21H20Cl3F5KNO5P2S", "method": "ωB97M-V/def2-TZVPD", "gap_ev": 6.179, "charge": -2, "e_above_lowest_kj_mol": 108.45, "mol_weight_g_mol": 700.86, "total_energy_ev": -130725.426, "homo_energy_ev": -2.109, "multiplicity": 1, "symbols": ["K", "C", "P", "C", "C", "C", "C", "C", "C", "C", "P", "C", "C", "H", "H", "H", "H", "H", "H", "H", "H", "H", "H", "H", "H", "H", "H", "H", "H", "Cl", "C", "Cl", "Cl", "C", "O", "O", "F", "C", "F", "C", "F", "F", "F", "O", "S", "O", "N", "C", "O", "C", "C", "C", "C", "C", "C", "H", "H", "H", "H"], "coordinates": [[-0.900, -0.320, 1.786], [-3.134, 3.173, -1.575], [-1.536, 2.409, -1.097], [-0.801, 3.826, -0.182], [-0.541, 2.602, -2.658], [-0.986, 3.286, -3.790], [-0.198, 3.389, -4.930], [1.057, 2.800, -4.960], [1.503, 2.096, -3.848], [0.719, 1.984, -2.703], [1.208, 0.986, -1.225], [0.816, -0.673, -1.914], [3.045, 0.977, -1.365], [-3.029, 4.199, -1.937], [-3.746, 3.174, -0.672], [-3.640, 2.568, -2.331], [-0.773, 4.721, -0.808], [0.211, 3.574, 0.135], [-1.417, 4.003, 0.699], [-1.959, 3.760, -3.783], [-0.568, 3.934, -5.791], [1.681, 2.873, -5.844], [2.474, 1.615, -3.880], [1.331, -0.855, -2.862], [-0.260, -0.736, -2.079], [1.095, -1.440, -1.190], [3.422, 0.420, -2.227], [3.429, 0.520, -0.453], [3.410, 2.004, -1.423], [-4.975, -3.182, 3.020], [-3.277, -3.764, 3.013], [-3.178, -5.167, 1.929], [-2.852, -4.278, 4.653], [-2.381, -2.536, 2.518], [-2.163, -2.505, 1.298], [-2.076, -1.743, 3.414], [-4.643, 3.089, 1.428], [-3.324, 3.023, 1.965], [-3.021, 4.418, 2.142], [-3.579, 2.584, 3.396], [-4.448, 3.350, 4.126], [-4.070, 1.333, 3.441], [-2.423, 2.585, 4.105], [1.945, -3.785, 4.452], [1.286, -3.718, 3.169], [0.177, -4.610, 2.960], [0.952, -2.199, 2.746], [1.692, -1.785, 1.719], [1.654, -0.652, 1.215], [2.628, -2.846, 1.183], [3.516, -2.757, 0.125], [4.276, -3.878, -0.187], [4.145, -5.055, 0.548], [3.250, -5.138, 1.609], [2.504, -4.014, 1.900], [3.600, -1.834, -0.435], [4.978, -3.841, -1.012], [4.749, -5.917, 0.285], [3.142, -6.047, 2.187]], "atomic_forces_ev_per_a": [[0.02, 0.95, -0.29], [0.00, 0.01, -0.03], [-0.02, 0.07, -0.01], [0.00, 0.00, -0.01], [-0.16, -0.02, -0.07], [0.04, 0.03, 0.04], [0.02, 0.00, 0.02], [-0.03, -0.02, 0.05], [0.00, 0.02, -0.01], [0.13, -0.13, -0.07], [0.04, 0.11, 0.09], [-0.04, -0.07, 0.02], [0.03, -0.03, -0.10], [-0.02, 0.01, 0.02], [0.00, 0.02, 0.01], [0.03, -0.01, -0.01], [0.00, -0.01, -0.01], [0.03, -0.03, -0.01], [0.01, -0.01, 0.01], [-0.02, -0.01, 0.00], [0.01, -0.01, 0.00], [-0.01, 0.01, 0.00], [-0.01, 0.02, -0.01], [0.00, 0.03, 0.00], [-0.01, -0.01, 0.01], [0.00, 0.04, 0.00], [-0.01, 0.01, -0.01], [-0.02, 0.00, 0.01], [0.01, 0.01, 0.04], [0.00, 0.00, 0.00], [0.02, -0.03, -0.03], [0.01, 0.04, 0.02], [-0.01, 0.01, -0.02], [-0.19, -0.31, 0.08], [-0.11, -0.13, -0.03], [-0.37, -0.30, 0.31], [-0.05, -0.01, -0.03], [-0.01, 0.03, 0.06], [0.03, -0.01, -0.02], [0.01, -0.03, 0.01], [0.00, -0.02, -0.01], [0.03, 0.04, -0.01], [-0.03, 0.00, -0.01], [0.02, 0.01, 0.00], [-0.09, -0.03, -0.02], [0.01, 0.04, 0.03], [0.23, -0.13, 0.04], [0.23, -0.05, 0.08], [0.21, -0.06, -0.10], [-0.01, 0.00, -0.04], [-0.02, -0.01, 0.02], [-0.01, -0.01, 0.00], [0.01, 0.01, -0.02], [0.01, 0.02, -0.01], [0.08, -0.02, 0.02], [0.01, -0.02, 0.00], [0.00, 0.00, 0.00], [-0.01, 0.00, 0.00], [-0.01, 0.00, -0.01]]}